# 1
C7H8F4IO2 | wB97M-V/def2-TZVPD

```
22
C7H8F4IO2, DFT wB97M-V/def2-TZVPD
I -1.1107 -2.4998 1.4784
F 3.2672 0.7342 -1.4633
F 2.3894 2.0662 0.0910
F 2.1503 2.5743 -2.0433
F 1.8250 -0.8156 0.3308
O -2.1429 0.9966 -0.8547
O -2.2097 -1.1855 -1.2472
C 0.7415 -0.4841 -0.4532
C 0.8629 0.8197 -1.2525
C 2.1969 1.5304 -1.1434
C -0.8400 0.5828 1.8380
C -1.1009 -0.4582 0.7685
C 0.5460 0.4611 -2.7094
C -1.9458 -0.1879 -0.6530
H 0.1880 1.4810 -0.7297
H -0.2360 -0.1621 -2.5216
H -1.2365 0.2842 2.8383
H -1.1430 1.5668 1.4297
H 1.4085 0.0269 -3.2154
H 0.5220 -1.3426 -1.0673
H 0.1773 1.3215 -3.3221
H 0.3087 0.8830 1.7434
```

Properties
Total charge: -1

***

# 2
C2H3NS3 | wB97M-V/def2-TZVPD

```
9
C2H3NS3, DFT wB97M-V/def2-TZVPD
S 0.8815 -0.3398 1.8424
S -0.3066 -1.8057 -0.4359
S -0.5375 0.9109 -1.8683
N -0.0977 2.0296 0.6215
C 0.1049 -0.3652 0.4382
C -0.1275 0.9577 -0.2914
H 0.2982 1.8611 1.5261
H -0.0783 -2.7861 0.4377
H -0.0013 2.9172 0.1940
```

Properties
SMILES: NC(=S)C(=S)S
Total charge: 0

***

# 3
C3H12N2OS | wB97M-V/def2-TZVPD

```
19
C3H12N2OS, DFT wB97M-V/def2-TZVPD
S 0.3421 2.9282 1.4271
O 2.0575 -1.8065 -2.4245
N 1.1610 -1.3605 0.5819
N -2.0779 0.2060 1.0161
C -0.4758 1.7669 0.3249
C -0.5934 0.3119 0.8825
C 0.0221 -0.7187 -0.0773
H -0.7347 3.5751 1.9733
H 1.4047 -2.2705 0.2351
H -1.4315 2.1049 -0.1267
H -0.6805 -1.4812 -0.4953
H 0.0226 1.6906 -0.6607
H 1.9782 -2.5334 -3.0433
H -2.5182 0.0085 0.1259
H -2.2831 -0.5307 1.6853
H 1.9360 -0.7148 0.6048
H -0.2085 0.1212 1.8992
H 1.7232 -1.0473 -2.9224
H 0.3561 -0.2498 -1.0058
```

Properties
SMILES: NC[C@H](N)CS.O
Total charge: 0

***

# 4
C44H40Br2N3O2RbSb2 | wB97M-V/def2-TZVPD

```
94
C44H40Br2N3O2RbSb2, DFT wB97M-V/def2-TZVPD
Sb -0.6362 -2.8044 1.9225
Sb -0.0504 2.9480 1.5789
Rb 1.7651 -0.0770 -0.1784
Br 5.3704 -0.5175 -0.0130
Br 3.9408 -1.4261 -2.7436
O -0.4789 0.6874 -1.4433
O -1.0028 3.6213 -9.0513
N -1.8133 -1.6173 -7.3119
N -1.6249 -2.0479 -6.1607
N 0.3150 -1.9418 -1.7509
C -1.5665 -0.2508 -7.6732
C -0.3089 0.3187 -7.5725
C -3.1388 -3.0329 5.5613
C 5.5972 -1.2654 -1.7815
C -2.1142 -2.7584 4.6677
C 0.6552 -3.2000 -1.9024
C 1.0145 -3.9869 4.3198
C 3.3243 -3.5045 4.8096
C 0.2515 4.2514 -8.9029
C -1.2964 -1.2594 -5.0345
C -1.5980 0.1616 1.6215
C 0.2389 4.7915 4.0892
C -0.5822 -0.6904 2.3705
C 0.3884 -3.9346 -3.0687
C -1.7110 0.0409 -4.7855
C -1.1194 2.3427 -8.5879
C -1.6446 1.5989 2.1487
C -0.6338 -1.9558 -3.9838
C -3.2543 -4.0069 2.9700
C 2.8528 2.1271 2.1803
C -2.3137 5.8631 3.9489
C -0.1766 5.7264 5.0288
C -2.3787 1.7606 -8.7176
C 1.5693 2.0956 2.7223
C 2.1426 -4.1668 5.1109
C 3.9355 1.5684 2.8560
C -0.7397 0.0870 -2.5286
C -2.1596 -3.2409 3.3604
C 3.3781 -2.6635 3.7075
C -1.4545 6.2616 4.9630
C -2.5910 0.4690 -8.2819
C 3.7407 0.9664 4.0886
C -0.3333 -1.3052 -2.7618
C 2.4686 0.9378 4.6501
C 2.2469 -2.4884 2.9239
C -0.6160 4.3780 3.0713
C -4.2278 -3.7952 5.1574
C 1.0491 -3.1371 3.2166
C 1.3986 1.5031 3.9749
C -4.2848 -4.2825 3.8614
C -0.2456 -3.3110 -4.1057
C -1.4533 0.6861 -3.5887
C -1.8937 4.9327 3.0089
C -0.0789 1.6119 -8.0277
H 0.4133 1.4782 4.4270
H 3.0227 2.6119 1.2222
H 2.0959 -4.8288 5.9666
H 0.5010 6.0350 5.8152
H -1.7188 1.6146 3.2395
H -2.5802 4.6415 2.2205
H 0.9110 2.0347 -7.9343
H 0.4465 -0.3543 2.2192
H 0.5446 4.3136 -7.8509
H -2.2830 0.5749 -5.5312
H 4.9283 1.6213 2.4245
H 6.2548 -0.6074 -2.3333
H -5.1305 -4.8770 3.5401
H -0.4752 -3.8335 -5.0238
H -1.4092 0.1544 0.5438
H 1.0323 3.7282 -9.4623
H 0.5008 -0.2398 -7.1199
H 4.2951 -2.1444 3.4569
H -0.7491 -0.6231 3.4486
H -3.3143 -4.3956 1.9594
H -5.0287 -4.0079 5.8539
H 4.2011 -3.6473 5.4281
H -3.5602 -0.0012 -8.3920
H -1.8113 1.6957 -3.4308
H 0.1015 -4.5105 4.5781
H -3.1732 2.3363 -9.1738
H -1.7790 6.9877 5.6971
H -3.0884 -2.6525 6.5739
H -3.3115 6.2789 3.8876
H -2.5930 -0.2775 1.7587
H 2.3137 0.4682 5.6134
H 1.1582 -3.6784 -1.0655
H 4.5754 0.5264 4.6193
H 2.3091 -1.8367 2.0560
H 1.2391 4.3804 4.1619
H 6.0212 -2.2538 -1.6659
H 0.1371 5.2554 -9.3025
H -2.5342 2.1087 1.7687
H 0.6823 -4.9740 -3.1312
H -1.2670 -2.1707 5.0043
```

Properties
Total charge: 0

***

# 5
C8H12N3S | wB97M-V/def2-TZVPD

```
24
C8H12N3S, DFT wB97M-V/def2-TZVPD
S -0.4056 2.6767 1.0274
N 0.5763 0.9823 -1.5021
N 0.3559 -0.4197 0.8342
N 0.0618 2.1936 -1.5656
C 0.3546 -2.5370 -0.5396
C 1.0586 -1.2611 -0.2427
C -2.7998 3.3021 0.3354
C 2.5597 -1.4196 0.0382
C 0.5531 0.0432 -0.7070
C -2.0161 3.0843 1.4279
C -2.0982 2.9057 -0.8856
C -0.7699 2.7071 -0.6464
H 2.6120 -1.7482 1.0293
H -2.2848 3.2853 2.3745
H -2.4926 2.8148 -1.8936
H -0.6338 -2.4861 -0.8105
H 0.9128 -3.0696 -1.4559
H -3.8661 3.5271 0.3937
H 2.8659 -2.0655 -0.6689
H 0.2230 2.5933 -2.4321
H 0.4321 -3.2948 0.3882
H 2.9723 -0.4485 -0.1037
H -0.6812 -0.6139 0.9909
H 0.8513 -0.2442 1.7519
```

Properties
SMILES: CC1(C)[NH2+]/C1=N\Nc1cccs1
Total charge: +1

***

no.,HOMO level (eV),Kohn-Sham gap (eV)
1,-4.538,7.37
2,-8.733,7.31
3,-8.505,9.05
4,-6.304,6.02
5,-12.169,8.93